# 1
A structure of composition C43H38N2O5P2PbS2, computed with ωB97M-V/def2-TZVPD.

Each line ends with the Löwdin charge.
Element x y z (Å)
1 Pb 0.23 0.02 0.12  1.26
2 O 1.40 4.62 -3.30  0.06
3 C 2.65 4.56 -2.80  -0.27
4 C 3.66 5.19 -3.52  -0.02
5 C 4.96 5.19 -3.05  -0.08
6 C 5.27 4.56 -1.85  -0.09
7 C 4.28 3.92 -1.14  -0.04
8 C 2.96 3.89 -1.61  -0.09
9 C 1.94 3.17 -0.83  -0.40
10 O 2.33 2.39 0.19  -0.36
11 N 0.69 3.34 -1.10  0.07
12 N -0.20 2.56 -0.38  -0.07
13 C -1.39 3.04 -0.32  -0.07
14 C -2.53 2.42 0.32  -0.14
15 C -3.78 3.00 0.04  -0.06
16 C -4.95 2.53 0.60  -0.11
17 C -4.87 1.46 1.50  -0.09
18 C -3.66 0.89 1.81  -0.03
19 C -2.45 1.33 1.23  -0.37
20 O -1.33 0.77 1.59  -0.32
21 H 0.80 4.22 -2.63  0.07
22 H 3.39 5.69 -4.44  0.12
23 H 5.73 5.70 -3.61  0.10
24 H 6.29 4.57 -1.47  0.10
25 H 4.50 3.42 -0.21  0.10
26 H -1.57 4.00 -0.81  0.13
27 H -3.81 3.84 -0.64  0.11
28 H -5.89 2.99 0.36  0.09
29 H -5.77 1.09 1.96  0.10
30 H -3.60 0.07 2.52  0.11
31 O -1.88 -1.67 -0.10  -0.41
32 P -2.05 -3.05 0.43  0.72
33 C -0.99 -4.28 -0.42  -0.28
34 P 0.78 -3.97 -0.08  0.72
35 O 1.03 -2.53 0.23  -0.47
36 C 1.23 -5.02 1.31  -0.29
37 C 1.83 -4.39 2.39  -0.05
38 C 2.19 -5.13 3.51  -0.06
39 C 1.93 -6.49 3.54  -0.08
40 C 1.33 -7.13 2.47  -0.08
41 C 0.97 -6.39 1.35  -0.10
42 C 1.65 -4.54 -1.55  -0.26
43 C 2.52 -5.63 -1.55  -0.07
44 C 3.18 -5.97 -2.72  -0.07
45 C 3.00 -5.23 -3.88  -0.08
46 C 2.14 -4.13 -3.87  -0.07
47 C 1.47 -3.79 -2.71  -0.08
48 C -3.74 -3.64 0.22  -0.27
49 C -4.74 -2.82 0.75  -0.06
50 C -6.07 -3.17 0.62  -0.07
51 C -6.42 -4.34 -0.04  -0.08
52 C -5.44 -5.15 -0.58  -0.08
53 C -4.10 -4.81 -0.45  -0.08
54 C -1.69 -3.21 2.18  -0.28
55 C -1.85 -4.44 2.83  -0.08
56 C -1.54 -4.56 4.17  -0.08
57 C -1.06 -3.45 4.87  -0.07
58 C -0.92 -2.23 4.23  -0.07
59 C -1.24 -2.10 2.88  -0.09
60 H -1.16 -4.17 -1.49  0.08
61 H -1.25 -5.29 -0.12  0.06
62 H 2.00 -3.32 2.35  0.09
63 H 2.65 -4.64 4.35  0.11
64 H 2.21 -7.07 4.42  0.11
65 H 1.13 -8.19 2.50  0.10
66 H 0.50 -6.89 0.51  0.11
67 H 2.68 -6.20 -0.65  0.10
68 H 3.86 -6.82 -2.72  0.11
69 H 3.52 -5.50 -4.78  0.11
70 H 2.01 -3.54 -4.77  0.11
71 H 0.82 -2.92 -2.70  0.11
72 H -4.46 -1.90 1.25  0.10
73 H -6.84 -2.52 1.03  0.11
74 H -7.46 -4.61 -0.14  0.10
75 H -5.71 -6.06 -1.10  0.10
76 H -3.35 -5.45 -0.88  0.09
77 H -2.24 -5.30 2.29  0.11
78 H -1.65 -5.51 4.67  0.10
79 H -0.81 -3.54 5.91  0.10
80 H -0.55 -1.36 4.77  0.11
81 H -1.15 -1.14 2.40  0.04
82 C 4.06 -0.22 3.57  -0.13
83 C 3.26 0.05 2.32  -0.75
84 S 1.58 -0.20 2.49  0.63
85 C 3.96 0.53 1.23  -0.66
86 C 5.44 0.85 1.33  -0.13
87 S 3.16 0.87 -0.23  0.93
88 H 3.44 -0.68 4.33  0.05
89 H 4.45 0.72 3.97  0.09
90 H 4.91 -0.86 3.35  0.08
91 H 5.65 1.58 2.11  0.08
92 H 5.80 1.25 0.38  0.06
93 H 6.03 -0.04 1.55  0.07

Output
- Kohn-Sham gap (eV) = 7.27
- energy above the lowest of the compared OMol25 structures with the same formula, charge and spin (kJ/mol) = 0.0



# 2
A structure of composition C3H13InNO3S, computed with ωB97M-V/def2-TZVPD.

Each line ends with the Löwdin charge.
Element x y z (Å)
1 N -3.80 1.83 -1.52  -0.28
2 In -1.99 2.99 -1.55  0.12
3 H -4.41 1.99 -2.32  -0.10
4 H -4.37 2.01 -0.70  -0.11
5 H -0.95 2.25 -2.77  -0.18
6 H -2.30 4.71 -1.93  -0.19
7 H -1.34 2.82 0.09  -0.16
8 O 0.90 0.63 0.19  -0.29
9 S 0.40 -0.53 0.86  0.55
10 O 0.41 -0.59 2.30  -0.29
11 O 1.16 -1.83 0.30  -0.27
12 C 2.60 -1.71 0.18  -0.26
13 C 3.30 -1.88 1.51  -0.08
14 C -1.21 -0.88 0.25  -0.12
15 H 2.83 -0.76 -0.29  0.11
16 H 2.86 -2.51 -0.52  0.12
17 H 3.09 -1.04 2.17  0.07
18 H 4.38 -1.92 1.34  0.08
19 H 2.99 -2.80 2.00  0.08
20 H -1.17 -0.87 -0.83  0.08
21 H -1.84 -0.07 0.60  0.07
22 H -1.53 -1.84 0.64  0.07

Output
- total charge = -1
- Kohn-Sham gap (eV) = 6.84



# 3
A structure of composition C5H10, computed with ωB97M-V/def2-TZVPD.

Each line ends with the Löwdin charge.
Element x y z (Å)
1 C -0.89 -1.52 -0.02  -0.08
2 C -0.40 -0.15 -0.47  -0.08
3 C 0.86 0.35 -0.01  -0.49
4 C 2.17 0.19 -0.30  0.06
5 C 0.12 0.92 1.04  0.01
6 H -1.72 -1.96 -0.58  0.06
7 H -1.33 -1.37 0.96  0.07
8 H -0.05 -2.21 -0.05  0.08
9 H -1.09 0.62 -0.81  0.11
10 H -6.04 2.22 -1.51  0.00
11 H 2.85 0.62 0.42  0.05
12 H 2.49 -0.45 -1.10  0.05
13 H -5.83 1.51 -1.54  0.00
14 H 0.32 0.75 2.10  0.09
15 H -0.59 1.72 0.91  0.07

Output
- Kohn-Sham gap (eV) = 8.82
- energy above the lowest of the compared OMol25 structures with the same formula, charge and spin (kJ/mol) = 440.6



# 4
A cluster of 2 separate species, C5H12S in total, computed with ωB97M-V/def2-TZVPD.

Each line ends with the Mulliken spin population.
Element x y z (Å)
1 C 1.03 2.03 2.37  0.18
2 C 1.08 -0.07 0.39  0.75
3 C 0.08 -0.58 -3.44  -0.03
4 C -1.30 0.55 2.22  0.04
5 C 0.26 -1.19 -2.10  0.89
6 S 0.36 0.98 1.33  0.01
7 H 2.13 2.12 2.27  0.00
8 H 0.83 1.69 3.46  0.01
9 H 1.59 -1.01 0.62  0.01
10 H 0.92 0.21 -3.49  0.07
11 H 0.31 -1.23 -4.27  0.04
12 H -0.82 -0.01 -3.54  0.00
13 H -1.88 1.31 1.77  0.00
14 H -1.47 -0.50 1.89  0.00
15 H -1.30 0.67 3.32  0.00
16 H 1.16 -1.79 -2.08  0.01
17 H -0.53 -1.21 -1.33  0.02
18 H -0.14 1.88 0.35  0.00

Output
- expectation value of S² = 2.014
- Kohn-Sham gap (spin up / spin down) (eV) = 7.81 / 6.96
- 2S+1 = 3
- energy above the lowest of the compared OMol25 structures with the same formula, charge and spin (kJ/mol) = 493.2



no.,DFT total energy (eV)
1,-103923.9844
2,-26962.2042
3,-5342.6994
4,-16204.3057